Entry 1:
Formula: C6H12O
Source: the OMol25 dataset
Level of theory: the ωB97M-V functional and the def2-TZVPD basis

ΔE to the lowest compared entry with this formula, charge and spin   124.32 kcal per mole
LUMO level (alpha / beta)   0.94 / 0.94 eV
Multiplicity   1
Molar mass   100.16 g mol⁻¹
E_tot   -8458.963 eV
F_max   6.171 eV/Å
HOMO-LUMO gap (alpha / beta)   8.21 / 8.21 eV

Atoms and positions in Å:
1 C -0.444 -1.449 -0.682
2 C -0.625 0.020 -0.509
3 C -0.980 0.532 0.892
4 C -0.537 1.990 0.802
5 O 0.590 1.972 -0.118
6 C 0.607 0.779 -0.752
7 C 1.687 -1.101 0.080
8 H -1.696 -1.647 -1.042
9 H 0.052 -1.770 -1.591
10 H -0.416 -2.098 0.180
11 H -1.461 0.231 -1.196
12 H -0.401 0.001 1.656
13 H -2.044 0.410 1.104
14 H -0.194 2.441 1.737
15 H -1.310 2.627 0.355
16 H 1.202 0.806 -1.657
17 H 1.498 -1.230 1.150
18 H 1.988 -2.094 -0.319
19 H 2.486 -0.421 -0.090

Cartesian forces (eV/Å) of the 2 atoms listed first:
-5.82 -1.17 -1.69
-0.44 -0.05 -0.17

Entry 2:
Formula: C15H25NO2
Source: the OMol25 dataset
Level of theory: the ωB97M-V functional and the def2-TZVPD basis

ΔE to the lowest compared entry with this formula, charge and spin   392.27 kcal per mole
LUMO level   0.82 eV
Multiplicity   1
Molar mass   251.37 g mol⁻¹
E_tot   -21529.766 eV
F_max   14.059 eV/Å
HOMO-LUMO gap   9.10 eV

Atoms and positions in Å:
1 C 2.307 2.636 -0.053
2 H 1.612 2.559 -0.878
3 C 3.642 1.957 -0.637
4 H 3.897 2.254 -1.577
5 H 4.308 1.791 -0.024
6 C 3.129 0.289 -0.765
7 N 2.635 -0.311 0.608
8 H 3.452 -0.136 1.004
9 C 2.089 -1.483 0.291
10 C 1.352 -1.804 1.639
11 C 0.063 -0.606 1.725
12 H 0.370 0.305 1.380
13 H -0.315 -1.005 2.592
14 O -0.790 -1.146 0.774
15 C -1.924 -0.475 0.357
16 C -2.255 0.694 1.282
17 C -3.256 1.337 0.905
18 C -4.210 1.054 -0.059
19 C -3.814 0.022 -0.864
20 C -2.845 -0.833 -0.393
21 O -2.775 -2.013 -1.370
22 C -1.983 -2.968 -0.771
23 H -2.134 -3.768 -1.541
24 H -2.079 -3.330 0.282
25 H -0.818 -2.629 -1.313
26 H -4.500 -0.411 -1.585
27 C -5.371 1.737 -0.491
28 H -5.306 3.058 -0.041
29 H -5.530 2.026 -1.455
30 H -6.254 1.374 -0.090
31 H -3.448 2.527 1.347
32 H -1.548 1.040 1.806
33 H 1.964 -1.561 2.553
34 H 0.928 -2.913 1.629
35 H 1.445 -1.613 -0.477
36 H 2.930 -2.111 0.319
37 C 4.438 -0.332 -1.572
38 H 5.250 -0.246 -0.445
39 H 4.681 0.158 -2.329
40 H 4.079 -1.262 -1.480
41 H 2.431 0.206 -1.364
42 H 1.756 2.291 1.037
43 H 2.400 3.642 0.045

Cartesian forces (eV/Å) of the 2 atoms listed first:
-0.13 -2.62 1.19
-0.71 -0.42 0.09

Entry 3:
Formula: C12H14N3O10P2PtSSe
Source: the OMol25 dataset
Level of theory: the ωB97M-V functional and the def2-TZVPD basis

ΔE to the lowest compared entry with this formula, charge and spin   15.18 kcal per mole
LUMO level   0.31 eV
Multiplicity   1
Molar mass   728.31 g mol⁻¹
E_tot   -135630.913 eV
F_max   0.686 eV/Å
HOMO-LUMO gap   4.66 eV
Charge   -1

Atoms and positions in Å:
1 Pt -0.447 0.558 -0.077
2 O 1.314 -0.251 2.899
3 P 0.619 1.162 2.725
4 O 0.445 1.940 3.950
5 O -0.675 0.956 1.870
6 O 1.611 1.939 1.681
7 P 2.658 1.176 0.697
8 O 3.165 2.424 -0.192
9 O 3.754 0.586 1.496
10 O 1.828 0.288 -0.206
11 H 2.276 -0.248 2.741
12 H 3.956 2.796 0.216
13 C 0.264 -2.922 -4.495
14 C 0.646 -2.959 -3.164
15 C 0.508 -1.835 -2.361
16 C -0.016 -0.683 -2.924
17 C -0.384 -0.619 -4.264
18 C -0.248 -1.750 -5.046
19 N -0.140 0.483 -2.093
20 N -0.004 1.567 -2.688
21 C -0.124 2.690 -1.850
22 C 0.018 3.959 -2.367
23 C -0.145 5.029 -1.500
24 C -0.461 4.791 -0.173
25 C -0.587 3.487 0.280
26 N -0.399 2.475 -0.559
27 H 0.366 -3.806 -5.112
28 H 1.054 -3.865 -2.734
29 H 0.826 -1.840 -1.329
30 H -0.789 0.297 -4.669
31 H -0.550 -1.721 -6.085
32 H 0.259 4.076 -3.413
33 H -0.034 6.042 -1.863
34 H -0.609 5.601 0.525
35 H -0.842 3.217 1.296
36 C -2.529 -2.720 -0.396
37 S -1.389 -2.459 0.927
38 O -0.604 -3.660 1.066
39 O -2.131 -1.992 2.059
40 O -0.431 -1.403 0.355
41 H -3.278 -3.422 -0.029
42 H -1.999 -3.135 -1.251
43 H -2.990 -1.762 -0.639
44 Se -2.845 0.847 -0.293

Cartesian forces (eV/Å) of the 2 atoms listed first:
0.07 -0.38 0.37
-0.02 -0.07 0.00

Entry 4:
Formula: C6H10ClF4O3P
Source: the OMol25 dataset
Level of theory: the ωB97M-V functional and the def2-TZVPD basis

ΔE to the lowest compared entry with this formula, charge and spin   26.20 kcal per mole
LUMO level   0.72 eV
Multiplicity   1
Molar mass   272.56 g mol⁻¹
E_tot   -45208.798 eV
F_max   3.338 eV/Å
HOMO-LUMO gap   11.61 eV
SMILES string   CCOP(=O)(OCC)C(F)(F)C(F)(F)Cl

Atoms and positions in Å:
1 C -1.298 -0.375 -2.839
2 C -0.889 -1.607 -2.085
3 O -0.693 -1.340 -0.671
4 P 0.632 -0.793 -0.050
5 O 1.961 -1.145 -0.541
6 O 0.418 0.729 0.226
7 C 1.639 1.594 0.582
8 C 1.151 3.061 0.626
9 C 0.081 -1.458 1.677
10 F 1.220 -1.276 2.468
11 F -0.103 -2.782 1.533
12 C -1.118 -0.821 2.391
13 F -0.755 0.166 3.183
14 F -1.958 -0.236 1.477
15 Cl -1.968 -2.056 3.326
16 H -2.075 0.193 -2.348
17 H -0.506 0.313 -3.132
18 H -1.757 -0.627 -3.776
19 H 0.031 -2.061 -2.520
20 H -1.643 -2.385 -2.135
21 H 2.189 1.177 1.378
22 H 2.106 1.392 -0.341
23 H 0.650 3.225 -0.353
24 H 0.545 3.394 1.535
25 H 2.142 3.719 0.390

Cartesian forces (eV/Å) of the 2 atoms listed first:
-0.25 0.54 -0.41
0.82 -0.34 -0.37

Q: The highest F_max belongs to which entry?
A: C15H25NO2